1.
{
  "formula": "C12H15N2NiO7S3",
  "method": "ωB97M-V with the def2-TZVPD basis set",
  "de_lowest_ev": 2.431,
  "energy_ha": -3805.33041,
  "e_homo_ha": [-0.19102, -0.18278],
  "gap_ev": [8.04, 7.83],
  "lumo_ev": [2.84, 2.86],
  "total_charge": -1,
  "symbols": ["Ni", "O", "S", "O", "O", "C", "C", "C", "C", "C", "C", "S", "O", "O", "O", "H", "H", "H", "H", "C", "C", "O", "H", "H", "H", "C", "N", "C", "C", "N", "C", "S", "H", "H", "H", "H", "H", "H", "H", "H"],
  "positions_angstrom": [[0.576, 0.321, 0.428], [2.946, 2.060, -2.608], [1.711, 1.852, -1.888], [1.222, 2.968, -1.109], [1.792, 0.604, -1.069], [0.483, 1.491, -3.148], [0.902, 1.552, -4.469], [0.018, 1.276, -5.503], [-1.295, 0.939, -5.219], [-1.723, 0.888, -3.900], [-0.845, 1.150, -2.862], [-1.505, 1.055, -1.162], [-0.849, -0.302, -0.777], [-2.959, 0.877, -1.374], [-0.415, 0.391, 2.109], [1.931, 1.814, -4.671], [0.362, 1.326, -6.529], [-1.989, 0.724, -6.023], [-2.748, 0.652, -3.640], [2.676, 2.139, 1.919], [1.483, 1.301, 1.702], [0.657, 1.214, 2.666], [2.792, 2.467, 2.953], [2.578, 2.996, 1.247], [3.546, 1.572, 1.588], [0.728, -2.298, 4.080], [-0.282, -2.569, 3.086], [-1.665, -2.219, 3.393], [-2.344, -2.254, 2.014], [-1.210, -2.309, 1.108], [-0.043, -2.359, 1.763], [1.459, -2.134, 1.041], [0.855, -1.220, 4.228], [1.675, -2.720, 3.753], [0.433, -2.756, 5.025], [-1.698, -1.215, 3.827], [-2.102, -2.928, 4.098], [-2.940, -1.361, 1.830], [-2.983, -3.133, 1.897], [-1.230, -1.851, 0.198]],
  "lowdin_charge": [0.35, -0.33, 0.48, -0.33, -0.38, -0.24, -0.07, -0.09, -0.09, -0.08, -0.29, 0.82, -0.55, -0.50, -0.22, 0.10, 0.10, 0.10, 0.10, -0.02, -0.26, -0.04, 0.08, 0.09, 0.09, -0.08, -0.16, -0.14, -0.13, 0.03, -0.82, 0.69, 0.09, 0.06, 0.08, 0.11, 0.11, 0.12, 0.11, 0.09]
}


2.
{
  "formula": "C12H16N2S",
  "method": "ωB97M-V with the def2-TZVPD basis set",
  "de_lowest_ev": 4.922,
  "energy_ha": -974.40959,
  "smiles": "CC[C@@H](C)/N=C/C=C1/C=CC=C/C1=[NH+]/[S-]",
  "e_homo_ha": [-0.27874, -0.27580],
  "gap_ev": [6.62, 6.83],
  "lumo_ev": [-0.97, -0.67],
  "symbols": ["C", "C", "C", "C", "N", "C", "C", "C", "C", "C", "C", "C", "C", "N", "S", "H", "H", "H", "H", "H", "H", "H", "H", "H", "H", "H", "H", "H", "H", "H", "H"],
  "positions_angstrom": [[2.612, -1.845, -2.540], [1.315, -1.087, -2.230], [1.269, -0.725, -0.650], [2.310, 0.372, -0.255], [-0.001, -0.419, -0.105], [-1.140, -0.312, -0.740], [-2.304, 0.279, -0.195], [-2.593, 0.829, 1.080], [-3.407, 1.893, 1.234], [-3.412, 2.783, 2.262], [-2.498, 2.559, 3.298], [-1.736, 1.385, 3.249], [-1.875, 0.432, 2.258], [-1.158, -0.742, 2.515], [-1.424, -2.155, 1.860], [3.086, -2.298, -1.613], [2.528, -2.639, -3.272], [3.411, -1.271, -2.989], [1.377, -0.220, -2.909], [0.347, -1.488, -2.451], [1.419, -1.753, -0.270], [2.128, 0.461, 0.867], [3.304, 0.129, -0.566], [2.092, 1.268, -0.713], [-1.312, -0.423, -1.802], [-2.954, 0.635, -0.967], [-4.013, 2.076, 0.411], [-4.085, 3.584, 2.232], [-2.218, 3.183, 4.064], [-0.893, 1.288, 4.003], [-0.405, -0.638, 3.135]],
  "lowdin_charge": [-0.13, -0.20, -0.39, -0.03, 0.04, -0.19, -0.01, -0.19, -0.07, -0.06, -0.06, -0.03, -0.26, -0.49, 0.69, 0.09, 0.06, 0.06, 0.11, 0.07, 0.13, 0.10, 0.06, 0.04, 0.10, 0.10, 0.10, 0.09, 0.07, 0.14, 0.06]
}


3.
{
  "formula": "C37H30F5IN3O3PV",
  "method": "ωB97M-V with the def2-TZVPD basis set",
  "de_lowest_ev": 1.463,
  "multiplicity": 3,
  "energy_ha": -3900.22514,
  "e_homo_ha": [-0.39817, -0.39823],
  "gap_ev": [7.78, 7.65],
  "lumo_ev": [-3.06, -3.19],
  "s2": 2.013,
  "total_charge": 1,
  "symbols": ["V", "I", "C", "C", "C", "C", "C", "C", "C", "C", "C", "P", "C", "C", "C", "C", "C", "C", "C", "C", "C", "C", "C", "C", "C", "H", "H", "H", "H", "H", "H", "H", "H", "H", "H", "H", "H", "H", "H", "H", "H", "C", "C", "O", "C", "C", "C", "C", "C", "C", "O", "H", "H", "H", "H", "H", "H", "H", "F", "C", "F", "C", "F", "F", "F", "C", "N", "C", "C", "C", "N", "C", "O", "N", "H", "H", "H", "H", "H", "H", "H"],
  "positions_angstrom": [[0.128, 0.448, -0.117], [0.585, 1.200, 2.626], [1.945, -0.232, 3.331], [1.548, -0.866, 4.471], [2.476, -1.623, 5.217], [3.783, -1.629, 4.842], [4.210, -0.977, 3.656], [5.587, -0.954, 3.329], [6.028, -0.340, 2.195], [5.084, 0.162, 1.282], [3.735, 0.140, 1.539], [2.694, 0.292, 0.038], [3.252, 1.815, -0.774], [3.611, 2.915, 0.001], [3.867, 4.138, -0.600], [3.761, 4.275, -1.977], [3.399, 3.184, -2.754], [3.140, 1.960, -2.156], [3.260, -1.107, -0.966], [4.365, -1.079, -1.816], [4.732, -2.221, -2.507], [4.008, -3.397, -2.349], [2.915, -3.432, -1.498], [2.540, -2.288, -0.809], [3.269, -0.338, 2.806], [0.532, -0.764, 4.826], [2.149, -2.138, 6.110], [4.528, -2.134, 5.444], [6.284, -1.426, 4.010], [7.082, -0.298, 1.959], [5.438, 0.522, 0.323], [3.693, 2.815, 1.077], [4.153, 4.985, 0.010], [3.965, 5.229, -2.444], [3.319, 3.286, -3.829], [2.850, 1.113, -2.768], [4.939, -0.170, -1.943], [5.587, -2.196, -3.170], [4.300, -4.287, -2.891], [2.348, -4.345, -1.370], [1.687, -2.319, -0.145], [-0.075, 0.368, -4.325], [0.006, 0.980, -2.964], [0.360, 0.217, -2.036], [-0.233, 2.389, -2.752], [-0.541, 3.214, -3.855], [-0.632, 4.576, -3.731], [-0.398, 5.165, -2.483], [-0.097, 4.395, -1.385], [-0.027, 2.997, -1.487], [0.258, 2.318, -0.392], [0.096, -0.701, -4.242], [0.669, 0.813, -4.988], [-1.061, 0.540, -4.755], [-0.705, 2.765, -4.825], [-0.873, 5.188, -4.588], [-0.450, 6.242, -2.379], [0.104, 4.841, -0.419], [-0.366, -1.168, 0.752], [-1.174, -2.866, 0.653], [-0.335, -3.387, -0.231], [-0.545, -3.206, 2.023], [-1.038, -2.423, 2.989], [0.798, -3.144, 2.096], [-0.905, -4.474, 2.293], [-4.401, -2.095, -0.926], [-3.880, -0.844, -0.376], [-4.534, -0.136, 0.556], [-4.029, 1.013, 1.073], [-2.731, 1.386, 0.654], [-2.041, 0.658, -0.227], [-2.647, -0.411, -0.870], [-2.138, -0.969, -1.815], [-2.145, 2.487, 1.171], [-5.369, -2.294, -0.473], [-3.696, -2.889, -0.688], [-4.502, -2.009, -2.004], [-5.496, -0.525, 0.861], [-4.580, 1.594, 1.796], [-2.700, 3.106, 1.735], [-1.335, 2.862, 0.695]],
  "mulliken_spin": [2.04, -0.02, -0.01, 0.00, 0.00, 0.00, 0.00, 0.00, 0.00, 0.00, -0.01, -0.01, 0.00, 0.00, 0.00, 0.00, 0.00, 0.01, -0.02, 0.00, 0.00, 0.00, 0.00, 0.01, 0.01, 0.00, 0.00, 0.00, 0.00, 0.00, 0.00, 0.00, 0.00, 0.00, 0.00, 0.00, 0.00, 0.00, 0.00, 0.00, -0.02, 0.00, 0.01, -0.04, 0.04, 0.01, 0.00, 0.01, 0.00, 0.01, -0.06, 0.00, 0.00, 0.00, 0.00, 0.00, 0.00, 0.00, 0.01, 0.00, 0.00, 0.00, 0.00, 0.00, 0.00, 0.00, 0.00, 0.00, 0.00, 0.01, 0.01, 0.01, 0.01, 0.01, 0.00, 0.00, 0.00, 0.00, 0.00, 0.00, 0.00]
}


4.
{
  "formula": "C18H32N4O3Ti",
  "method": "ωB97M-V with the def2-TZVPD basis set",
  "de_lowest_ev": 0.775,
  "multiplicity": 2,
  "energy_ha": -1998.39861,
  "e_homo_ha": [-0.67182, -0.67960],
  "gap_ev": [8.00, 8.21],
  "lumo_ev": [-10.28, -10.28],
  "s2": 0.757,
  "total_charge": 3,
  "symbols": ["Ti", "C", "C", "C", "C", "C", "C", "C", "C", "C", "C", "H", "H", "H", "H", "H", "H", "H", "H", "H", "H", "H", "H", "H", "H", "C", "O", "C", "O", "N", "N", "H", "H", "H", "H", "H", "H", "C", "N", "C", "C", "C", "N", "C", "C", "O", "H", "H", "H", "H", "H", "H", "H", "H", "H", "H", "H", "H"],
  "positions_angstrom": [[-0.164, -0.751, 0.290], [-2.284, -1.789, -1.161], [-2.728, -1.991, 0.301], [-2.286, -3.375, 0.781], [-2.170, -0.839, 1.126], [-2.595, 0.478, 0.816], [-2.292, 1.545, 1.641], [-1.566, 1.372, 2.835], [-1.378, 2.504, 3.780], [-1.104, 0.090, 3.132], [-1.350, -1.002, 2.283], [-2.613, -2.635, -1.769], [-1.160, -1.737, -1.209], [-2.719, -0.889, -1.603], [-3.826, -1.948, 0.352], [-1.199, -3.512, 0.701], [-2.770, -4.133, 0.169], [-2.604, -3.559, 1.805], [-3.287, 0.632, -0.009], [-2.719, 2.514, 1.420], [-2.263, 2.591, 4.413], [-1.274, 3.453, 3.259], [-0.531, 2.343, 4.441], [-0.633, -0.087, 4.091], [-1.141, -2.003, 2.665], [1.962, -4.873, 0.371], [2.556, -3.670, 0.904], [1.944, -2.549, 0.859], [0.818, -2.351, 0.317], [2.573, -1.492, 1.419], [1.852, -0.276, 1.508], [2.790, -5.568, 0.254], [1.475, -4.699, -0.589], [1.249, -5.279, 1.089], [3.476, -1.605, 1.880], [2.415, 0.481, 1.091], [1.717, -0.019, 2.499], [1.035, -0.409, -3.006], [1.220, 0.979, -2.630], [1.846, 1.819, -3.653], [1.346, 3.247, -3.526], [1.533, 3.721, -2.097], [0.946, 2.765, -1.162], [0.492, 3.319, 0.098], [0.759, 1.490, -1.485], [0.150, 0.702, -0.625], [0.208, -0.509, -3.716], [0.845, -1.042, -2.123], [1.945, -0.764, -3.490], [1.585, 1.408, -4.629], [2.934, 1.770, -3.541], [0.294, 3.299, -3.805], [1.903, 3.903, -4.191], [1.044, 4.687, -1.948], [2.598, 3.835, -1.872], [-0.501, 3.764, -0.012], [1.188, 4.106, 0.392], [0.460, 2.543, 0.871]],
  "mulliken_spin": [0.93, 0.00, -0.01, 0.00, -0.04, 0.02, -0.01, 0.03, 0.00, 0.04, 0.04, 0.00, 0.00, 0.00, 0.00, 0.00, 0.00, 0.00, 0.00, 0.00, 0.00, 0.00, 0.00, 0.00, 0.00, 0.00, 0.00, 0.00, 0.00, 0.00, 0.01, 0.00, 0.00, 0.00, 0.00, 0.00, 0.00, 0.01, 0.00, 0.00, 0.00, 0.00, 0.00, 0.00, -0.01, -0.04, 0.00, -0.01, 0.00, 0.00, 0.00, 0.00, 0.00, 0.00, 0.00, 0.00, 0.00, 0.00]
}